Entry 1:
The following is a quantum chemistry calculation of C16H22Cl2IrO2S as an isolated structure in a non-equilibrium geometry, from OMol25.

```
44
Properties=species:S:1:pos:R:3:forces:R:3:mulliken_charge:R:1
C 0.557 -1.204 -1.978 -0.3 0.5 -0.6 0.63
C 1.280 -0.229 -2.696 -1.2 0.4 -0.1 1.27
C 0.590 0.971 -2.703 -0.8 -0.4 1.7 -0.39
C 2.472 -0.449 -3.514 1.0 0.2 -0.8 -1.95
C -0.586 0.882 -1.793 0.3 -2.6 -1.8 1.71
C -0.708 -0.680 -1.565 0.1 1.7 -1.2 1.75
C -1.922 -1.386 -1.581 0.3 1.5 -0.6 -2.10
C 0.933 -2.618 -1.943 0.3 -1.3 -0.1 -2.28
C 1.021 2.227 -3.327 0.3 0.4 -0.6 -1.76
C -1.773 1.732 -2.004 -0.5 0.9 0.1 -1.81
Ir -0.065 0.894 0.162 -1.4 -1.8 0.9 0.93
Cl 2.079 1.436 0.108 3.7 0.9 -1.0 -0.55
Cl 0.611 -1.056 1.330 0.5 -1.7 0.4 -0.50
O -1.893 0.344 0.854 -2.4 1.9 0.6 -0.92
H 3.043 -1.316 -3.168 0.1 0.2 -0.1 0.39
H 3.109 0.464 -3.524 -0.1 -0.6 0.1 0.35
H 2.188 -0.622 -4.578 0.2 -0.1 0.5 0.28
H 2.049 2.502 -3.030 -0.4 0.0 0.0 0.24
H 0.332 3.061 -3.134 0.3 -0.2 0.1 0.33
H 1.030 2.060 -4.410 0.1 0.3 -0.2 0.35
H -1.455 2.767 -1.800 -0.4 -0.1 -0.1 0.36
H -2.566 1.470 -1.302 0.1 0.1 0.0 0.29
H -2.189 1.701 -3.013 0.0 -0.1 -0.3 0.28
H -2.814 -0.760 -1.486 0.1 -0.5 0.2 0.07
H -1.915 -2.840 -0.382 0.0 0.4 -0.5 0.35
H -1.961 -2.196 -2.298 -0.1 -0.5 0.2 0.53
H 2.013 -2.799 -1.810 -0.3 0.3 0.2 0.45
H 0.716 -3.099 -2.907 -0.1 0.0 -0.2 0.32
H 0.386 -3.217 -1.208 0.1 0.3 0.2 0.35
H -2.399 1.177 1.170 1.3 -1.9 -0.6 0.19
O -2.264 -3.465 0.264 -0.2 -0.9 0.2 -0.77
H -2.090 -2.982 1.067 0.1 0.3 0.6 0.33
S 0.037 2.117 2.083 0.3 2.5 1.7 -0.43
C 0.178 1.059 3.458 -0.2 0.8 -0.3 0.43
C 1.421 0.624 3.997 -0.6 0.1 0.1 -0.27
C 1.425 0.099 5.284 -1.0 0.0 0.3 -0.39
C 0.194 -0.007 6.012 0.3 0.4 -0.1 -0.37
C -1.019 0.444 5.437 -0.1 -0.1 -0.1 -0.49
C -1.039 0.944 4.128 0.3 -0.7 1.1 -0.47
H 2.333 0.749 3.397 -0.5 -0.1 0.3 0.31
H 2.370 -0.200 5.756 -0.4 0.0 -0.2 0.30
H 0.198 -0.366 7.058 0.0 0.2 -0.7 0.28
H -1.974 0.463 5.999 0.7 -0.3 -0.1 0.27
H -1.934 1.305 3.592 0.5 -0.3 0.7 0.12
```
Positions in Å, forces in eV/Å.

Its spin multiplicity is 6. As for the net charge: -2. As for the molar mass: 541.540 g/mol. The calculation puts the HOMO-LUMO gap (alpha / beta) at 0.08812 / 0.22377 hartree. The maximum force comes out at 3.9 eV/A. The calculation puts the LUMO energy (alpha / beta) at 5.095 / 5.014 eV. The expectation value of S² is 8.81.



Entry 2:
The following is a quantum chemistry calculation of a single C24H36N4O5S2 molecule in a non-equilibrium geometry, from OMol25.

```
71
Properties=species:S:1:pos:R:3:forces:R:3:mulliken_charge:R:1
C 3.398 1.965 1.130 0.1 -0.2 0.0 -1.72
C 3.731 0.531 1.531 -0.1 0.1 0.1 -0.08
H 4.816 0.414 1.541 0.1 -0.1 0.0 0.55
H 3.337 -0.154 0.782 0.1 -0.1 0.0 -0.11
C 3.150 0.172 2.914 0.3 0.2 0.0 -0.41
N 2.069 -0.806 2.778 -0.1 -0.1 0.0 0.55
C 1.084 -0.726 3.849 -0.2 0.3 0.2 -0.72
C 0.018 0.334 3.549 0.0 -0.4 -0.1 -0.82
H -0.653 0.408 4.406 0.0 0.1 0.0 0.44
H 0.488 1.308 3.404 0.0 0.1 0.0 0.24
C -0.802 -0.013 2.309 -0.2 0.2 0.2 -0.63
N 0.016 0.051 1.118 0.1 -0.1 0.2 0.46
C -0.383 0.684 0.017 0.5 -0.1 -0.3 0.95
O -1.470 1.228 -0.102 -0.4 0.3 -0.1 -0.71
C 0.622 0.645 -1.147 0.0 0.2 0.3 -1.40
N 0.477 -0.583 -1.917 0.0 0.3 0.1 0.36
C 1.228 -1.645 -1.521 0.1 -0.5 -0.1 0.59
O 2.028 -1.567 -0.609 0.1 -0.1 0.2 -0.59
C 0.995 -2.934 -2.270 0.0 0.0 -0.4 -0.75
H 0.002 -3.336 -2.055 0.0 0.0 0.1 0.30
H 1.758 -3.659 -1.993 0.0 0.1 0.1 0.44
S 1.118 -2.640 -4.057 0.0 0.1 0.2 -0.17
C -0.177 -1.447 -4.113 0.1 -0.2 0.2 0.58
C -0.979 -1.367 -5.244 0.0 0.2 0.1 -0.70
C -2.020 -0.459 -5.298 -0.1 0.0 -0.1 -0.71
C -2.257 0.349 -4.202 -0.3 0.2 0.0 -0.40
C -1.463 0.294 -3.076 0.1 0.0 0.1 -0.05
C -0.394 -0.598 -3.017 -0.4 0.0 -0.6 -0.32
H -1.702 0.941 -2.247 0.1 0.0 0.2 0.49
S -3.575 1.565 -4.274 0.1 -0.1 0.3 1.33
O -4.622 1.038 -5.105 0.1 -0.2 0.2 -0.74
O -3.001 2.830 -4.629 0.1 0.1 0.2 -0.73
N -4.025 1.638 -2.672 0.4 -0.1 -1.0 0.13
C -4.454 2.916 -2.144 0.0 0.5 0.2 -0.67
H -3.766 3.672 -2.517 -0.1 0.1 0.1 0.41
C -4.418 2.821 -0.617 0.2 0.2 -0.3 -0.17
O -5.250 1.771 -0.166 -0.2 0.1 0.1 -0.44
C -4.814 0.538 -0.685 0.1 -0.3 -0.3 -0.11
H -5.486 -0.222 -0.283 0.1 0.0 -0.1 0.41
C -4.854 0.545 -2.217 -0.3 -0.4 0.4 -0.69
H -4.448 -0.382 -2.625 -0.1 -0.1 0.1 0.45
H -5.888 0.666 -2.569 0.1 -0.1 0.0 0.32
H -3.783 0.344 -0.356 -0.1 -0.1 0.0 -0.09
H -4.805 3.734 -0.163 0.1 0.0 -0.1 0.42
H -3.387 2.640 -0.290 -0.1 0.1 0.0 -0.04
H -5.475 3.154 -2.477 0.1 0.0 0.0 0.32
H -2.661 -0.380 -6.160 -0.1 -0.1 -0.2 0.50
H -0.771 -2.024 -6.073 -0.1 -0.1 -0.1 0.44
H 0.450 1.500 -1.802 0.0 -0.1 0.1 0.54
H 1.642 0.666 -0.760 -0.1 0.1 -0.1 0.33
H 0.948 -0.353 1.238 0.0 0.1 -0.2 -0.40
H -1.631 0.689 2.181 0.1 -0.2 0.0 0.41
H -1.216 -1.023 2.413 -0.1 0.1 0.0 0.25
H 1.541 -0.503 4.824 0.0 -0.1 0.0 0.28
H 0.587 -1.696 3.936 0.0 0.0 0.0 0.49
C 2.563 -2.150 2.515 0.2 -0.3 0.1 -0.89
C 3.576 -2.649 3.547 0.0 0.1 -0.2 -0.81
C 4.752 -1.679 3.584 -0.1 0.0 0.2 -0.60
C 4.236 -0.281 3.908 -0.1 0.0 -0.1 -1.29
H 5.052 0.443 3.898 0.0 0.1 0.0 0.42
H 3.816 -0.288 4.917 0.0 0.0 0.1 0.39
H 5.247 -1.678 2.611 0.1 0.0 -0.1 0.30
H 5.484 -1.989 4.334 0.1 0.0 -0.1 0.40
H 3.109 -2.702 4.534 0.0 -0.1 0.1 0.32
H 3.911 -3.651 3.276 0.0 -0.1 0.0 0.44
H 1.704 -2.824 2.464 0.0 0.0 -0.1 0.51
H 3.033 -2.146 1.530 0.0 -0.1 0.0 0.22
H 2.695 1.080 3.325 0.0 0.0 0.0 0.82
H 2.322 2.127 1.125 -0.2 0.1 0.0 0.31
H 3.845 2.671 1.828 0.0 0.1 0.1 0.44
H 3.784 2.184 0.137 0.0 0.1 -0.1 0.39
```
Positions in Å, forces in eV/Å.

As for the molar mass: 524.709 g/mol. The calculation puts the HOMO-LUMO gap at 0.33003 hartree. The maximum force comes out at 1.1 eV/A. Its relative energy (zero: lowest compared OMol25 entry of this formula, charge and spin) is 0.391 eV. The SMILES is CC[C@@H]1CCCCN1CCCNC(=O)CN1C(=O)CSc2ccc(S(=O)(=O)N3CCOCC3)cc21. The calculation puts the LUMO energy at 0.390 eV.



Entry 3:
The following is a quantum chemistry calculation of an isolated ion of composition C5H10N4O2 and charge +2 in a non-equilibrium geometry, from OMol25.

```
21
Properties=species:S:1:pos:R:3:forces:R:3:mulliken_charge:R:1
C 3.247 -0.377 0.293 0.1 -0.9 0.4 -0.36
C 2.179 0.566 0.348 -0.3 -0.9 -0.2 -0.61
C 2.654 -1.604 0.539 0.9 2.5 -1.1 -0.39
C 1.030 -0.204 0.495 0.6 1.2 0.8 0.36
C -1.487 0.240 0.037 0.6 -0.9 1.6 0.55
N -1.173 0.481 -1.294 1.5 -0.9 4.2 0.01
N -0.215 0.213 0.994 -2.6 0.1 -4.5 0.10
N -2.149 0.719 -2.213 2.4 -1.6 -3.4 -0.32
N -0.608 -0.146 2.268 -3.3 4.3 3.0 -0.32
O -2.580 0.036 0.488 0.7 0.4 -0.4 -0.53
O 1.333 -1.525 0.611 -0.8 0.1 0.4 -0.40
H 4.347 -0.293 0.167 -1.2 0.4 0.1 0.40
H 2.197 1.645 0.263 0.1 -0.1 0.1 0.52
H 3.101 -2.531 0.550 0.6 -2.0 0.2 0.55
H -0.174 0.596 -1.351 0.5 0.4 -1.6 0.22
H -2.177 1.669 -2.474 -0.8 2.0 -0.1 0.33
H -1.892 0.235 -3.142 -0.5 0.4 1.4 0.41
H -3.003 0.320 -1.921 -1.9 -0.4 0.8 0.34
H -1.601 -0.453 2.408 0.1 0.2 -1.4 0.38
H -0.164 -0.906 2.691 2.1 -1.4 0.9 0.33
H -0.677 0.800 2.912 1.0 -2.8 -1.3 0.43
```
Positions in Å, forces in eV/Å.

As for the net charge: +2. As for the molar mass: 158.161 g/mol. The calculation puts the HOMO-LUMO gap at 0.33621 hartree. The maximum force comes out at 6.2 eV/A. Its relative energy (zero: lowest compared OMol25 entry of this formula, charge and spin) is 5.598 eV. The SMILES is [NH3+]NC(=O)N([NH3+])c1ccco1. The calculation puts the LUMO energy at -7.053 eV.